Molecular formula: C17H35O16V
Method: DFT, the ωB97M-V functional and the def2-TZVPD basis

Values from the calculation:
E_HOMO (alpha / beta) = -10.576 / -11.133 eV
total charge = +1
gap between HOMO and LUMO (alpha / beta) = 7.931 / 8.453 eV
2S+1 = 4
LUMO energy (alpha / beta) = -2.65 / -2.68 eV

Element x y z (Å)
O 23.664528 26.093989 -25.810793
H 27.883864 23.466290 -26.687705
H 27.274075 29.838780 -22.573941
C 27.751750 24.608717 -24.150394
O 27.327659 27.098378 -25.088415
H 27.411013 21.916646 -28.629500
H 25.694909 25.076167 -29.299904
O 29.532746 27.440730 -26.638247
H 29.089191 24.448983 -31.522262
H 27.886126 24.861889 -25.199508
C 27.355635 23.803485 -27.595667
C 30.849594 29.312874 -25.288511
C 27.506683 26.926272 -23.910296
C 24.156826 29.505899 -26.163188
C 26.022042 27.128633 -30.774950
H 27.547905 29.511972 -24.299262
H 32.138066 29.549989 -29.778649
C 31.220092 29.038606 -29.499674
H 26.452844 29.899858 -31.282723
H 31.212778 28.968464 -28.411097
O 30.049192 26.122292 -30.899276
C 28.819800 25.391425 -31.054806
H 28.594429 24.037287 -23.763360
C 24.268301 27.181672 -26.234490
H 25.980901 29.159898 -23.534786
O 27.561777 27.887146 -22.997230
V 27.534325 27.226515 -27.721017
C 26.993323 29.048012 -31.692087
H 28.167040 25.928881 -31.742851
C 30.539424 24.932443 -26.898945
O 25.283955 27.195205 -26.892827
H 31.601496 29.904804 -24.783230
C 24.911844 25.237471 -30.044497
H 24.308827 24.671515 -27.193400
O 31.264290 26.032621 -26.342113
H 24.043272 25.657540 -29.529032
H 26.849793 24.014128 -24.024099
H 27.850567 28.878059 -31.026495
H 31.279302 24.205913 -27.218783
H 25.340995 24.789689 -25.753892
O 29.150234 27.340480 -29.254778
C 24.321669 24.851337 -26.116134
H 29.871266 25.238960 -27.703610
H 23.654091 24.102715 -25.696241
O 31.393143 28.005234 -25.526225
H 28.351716 25.201726 -30.090102
H 29.913619 24.434583 -26.154736
H 26.274278 23.630382 -27.435736
C 30.641490 27.174934 -26.203199
H 28.853119 22.902791 -28.894027
C 30.037929 27.108393 -30.052402
H 24.595345 24.284703 -30.458657
H 23.970762 29.705207 -27.227297
O 26.186568 27.905476 -31.829070
C 27.768455 22.940666 -28.774231
O 26.465942 27.329458 -29.665772
H 25.245349 29.520472 -26.100911
H 30.410107 29.718554 -29.782664
H 27.474449 29.318511 -32.628828
O 31.159463 27.801603 -30.167402
C 27.063442 29.152891 -23.389855
H 29.919897 29.210425 -24.734168
H 23.654740 30.259138 -25.573623
O 27.503018 25.157717 -27.840426
O 23.613332 28.241221 -25.811036
O 25.332869 26.072015 -31.116366
H 30.647897 29.812391 -26.240025
O 27.729260 25.769098 -23.313259
H 27.298192 23.302718 -29.688541

Force components x, y, z for each atom (eV/Å):
O 0.2 0.0 0.1
H 0.0 -0.1 -0.1
H 0.2 -0.1 0.0
C 0.5 -0.4 0.2
O -0.4 0.2 -0.5
H 0.1 0.0 0.1
H 0.2 0.1 -0.2
O -0.2 0.2 0.2
H 0.1 0.0 0.0
H 0.0 0.2 0.1
C -0.9 0.6 -0.1
C -0.3 0.1 -0.6
C 0.3 -0.1 0.5
C 0.3 0.2 -1.4
C 0.1 -0.1 -0.1
H 0.0 -0.1 0.0
H 0.1 -0.4 -0.2
C 0.0 1.4 0.6
H -0.3 -0.1 -0.2
H -0.1 -0.4 0.0
O 0.1 -0.2 -0.4
C -0.1 -0.4 -0.1
H 0.0 -0.2 -0.2
C 0.1 -0.2 0.3
H 0.0 -0.3 -0.1
O -0.2 -0.2 0.3
V 0.0 -2.4 -0.4
C 1.5 0.9 0.8
H 0.0 0.1 0.1
C -0.4 -0.5 -0.3
O 0.7 0.3 -0.6
H 0.1 -0.3 0.3
C -0.4 -0.8 1.0
H 0.2 0.3 0.0
O 0.2 -0.1 0.2
H 0.1 0.3 -0.2
H -0.2 0.2 0.1
H -0.4 -0.3 0.1
H 0.1 0.2 -0.2
H 0.0 0.2 0.2
O -0.2 0.6 0.1
C -0.9 -0.4 -0.6
H 0.2 0.0 0.0
H 0.3 0.0 0.3
O 0.5 0.5 0.2
H 0.0 0.2 0.0
H 0.1 0.3 0.2
H 0.2 -0.4 0.2
C -0.5 -0.3 -0.2
H 0.0 0.1 -0.1
C 0.2 0.0 0.3
H 0.2 0.1 -0.3
H -0.3 0.0 0.2
O -0.2 -0.4 -0.3
C 0.0 -0.4 0.1
O 0.0 0.8 0.6
H -0.1 0.0 0.6
H -0.1 -0.3 -0.1
H -0.6 -0.2 -0.4
O -0.1 -0.3 -0.3
C -0.1 0.8 -0.1
H 0.1 0.2 0.2
H 0.1 0.0 0.3
O 0.6 1.3 -0.2
O -0.2 0.1 0.3
O -0.2 0.0 -0.3
H -0.1 -0.1 0.0
O -0.3 0.2 -0.1
H 0.1 0.1 0.0

=====

Molecular formula: C17H35O3P3Pt
Method: DFT, the ωB97M-V functional and the def2-TZVPD basis

Values from the calculation:
E_HOMO (alpha / beta) = -17.954 / -19.544 eV
total charge = +4
gap between HOMO and LUMO (alpha / beta) = 6.073 / 5.409 eV
2S+1 = 5
LUMO energy (alpha / beta) = -11.88 / -14.13 eV

Element x y z (Å)
H 4.262038 -2.653238 0.010402
H -0.814584 6.067099 -1.692594
H 0.817232 -1.250153 -1.134346
Pt 0.134991 0.619959 -3.066638
H -3.115804 3.528768 0.298778
H 2.835457 -2.002593 -0.870290
H -0.641646 -3.005551 1.575100
H 2.163384 0.282086 -4.978640
H -1.099696 3.825329 2.310805
H -3.994184 -4.363452 2.268110
O 0.728908 0.376420 1.557394
O 0.810674 -2.503854 2.822468
H 3.564412 -1.368913 3.308832
H -3.049926 4.751832 -1.006200
C -4.080778 -2.646221 -0.263887
P -2.965705 -2.526359 1.127587
H 0.539580 6.306367 -0.529522
C -1.345032 -3.176519 0.741289
H 0.464303 4.661786 2.013446
C 1.680869 -0.641225 -3.062723
H -0.954500 -2.688349 -0.160088
C -0.616147 4.680023 1.819181
H -1.054056 5.623491 2.174077
C -3.600136 -3.377657 2.573433
C 4.300714 -0.999031 2.577868
O -2.292803 0.371699 1.409989
C -2.683249 -0.728665 1.390681
C 0.624541 -1.111306 -2.198387
H -1.404595 -4.260844 0.558921
H 0.878559 -3.274525 3.415705
H -1.120839 6.868312 -0.108491
C 3.273724 -2.175475 0.125918
C 0.050983 -0.327970 -4.902792
C 1.389259 -0.227627 -4.406132
H 5.064676 -1.780956 2.425624
H -4.410322 -2.775117 3.012810
H -3.052774 5.270735 0.713208
H -2.794675 -3.528071 3.311917
H 0.439298 -1.795473 3.376678
C -0.990497 -0.815641 -4.057090
H 2.622354 -2.835931 0.720825
H 4.623733 1.455800 0.578345
H -0.196989 0.111209 -5.865052
H 5.359717 0.092408 -0.320446
C -0.535307 6.100591 -0.629266
H 4.798523 -0.100144 2.974052
C 1.828200 0.071139 1.304836
H -4.615923 -3.605621 -0.254582
P -0.880061 4.418747 0.023873
C -2.711482 4.505494 0.007123
H -3.525314 -2.556551 -1.205717
H -4.818782 -1.838079 -0.188457
C -0.711926 -1.201620 -2.709828
H 2.658807 -0.430228 -2.633987
C 4.408515 0.545112 -0.000015
H -2.027657 -0.742490 -4.378040
P 3.501774 -0.622211 1.008271
H -1.535440 -1.397270 -2.023878
H 3.815598 0.800550 -0.890480

Force components x, y, z for each atom (eV/Å):
H -0.3 0.2 0.1
H 0.2 0.4 0.2
H -0.1 -0.3 -0.4
Pt -2.6 10.8 3.2
H -0.2 0.3 0.0
H 0.3 -0.1 0.5
H -0.3 0.0 -0.3
H -0.2 -0.2 0.0
H 0.2 0.3 0.2
H 0.2 0.4 0.0
O 0.0 0.3 0.3
O 0.0 0.1 0.5
H 0.2 0.1 -0.3
H -0.1 -0.1 0.3
C -0.3 0.3 -0.2
P 0.7 0.9 -0.3
H -0.3 0.2 -0.2
C 0.4 -0.3 -0.1
H -0.3 0.1 0.3
C 2.0 -2.0 0.9
H -0.1 -0.1 0.2
C 1.1 -1.7 0.0
H 0.0 -0.1 -0.5
C -0.1 0.3 0.3
C 0.4 0.1 0.2
O 0.1 0.1 -0.5
C -0.8 -1.9 0.7
C 1.5 -2.3 1.1
H -0.1 0.2 0.1
H 0.1 0.3 -0.2
H -0.1 -0.5 0.2
C -0.4 -0.1 -0.1
C -0.6 -1.1 -2.0
C 1.1 -1.1 -1.1
H -0.2 0.3 0.0
H 0.2 -0.3 0.0
H 0.4 0.0 0.0
H -0.3 0.1 -0.3
H 0.2 -0.3 0.0
C -1.2 -1.2 -1.7
H 0.2 0.2 -0.2
H 0.0 -0.2 -0.2
H 0.1 -0.4 0.0
H -0.2 0.0 0.2
C 1.3 -1.0 -1.4
H -0.2 -0.2 -0.1
C 1.7 -1.0 -1.1
H 0.2 0.2 0.1
P -2.2 4.0 2.1
C -0.1 -1.6 -1.1
H -0.1 0.0 0.3
H 0.0 -0.2 -0.1
C -0.4 -1.3 0.2
H -0.1 -0.4 -0.3
C -0.2 0.5 0.0
H 0.2 -0.3 -0.1
P -0.9 0.0 0.9
H 0.2 0.0 -0.2
H 0.2 0.0 0.3

=====

Molecular formula: C17H38BCl10F2NO3P2
Method: DFT, the ωB97M-V functional and the def2-TZVPD basis

Values from the calculation:
E_HOMO = -8.405 eV
total charge = 0
gap between HOMO and LUMO = 8.713 eV
LUMO energy = 0.31 eV

Element x y z (Å)
Cl 1.720261 1.764864 9.208232
H -6.646477 0.604627 1.140483
Cl -6.705170 -1.719956 0.880530
H -2.639643 -5.687220 -1.369142
H -7.767695 0.112263 -0.140402
H -1.815898 0.571162 -2.369146
N 0.676120 1.203949 -3.849893
C -1.572086 0.440179 -3.430938
H -2.537618 2.784284 4.142202
Cl -0.546595 -1.187266 0.220888
Cl -0.035461 -4.502068 -1.749606
Cl -0.555845 1.720492 6.681620
H 5.896394 -1.173364 -2.994673
B 3.742896 0.456929 -2.875612
C -3.043734 -2.047342 0.880371
H 7.774100 0.412771 -2.018525
H 3.900477 4.985630 -2.676357
H -1.957383 1.334287 3.305316
O 3.591716 -0.433521 -1.816488
H -2.239841 -7.396962 -1.139409
C -1.881004 -6.377638 -1.009213
H 1.835793 3.825347 -2.229705
H -0.235011 -1.885138 -3.750293
H 1.154109 -0.185225 8.019592
H 6.276753 0.317665 -1.073174
Cl -3.578344 -0.441318 1.432154
H 1.697189 2.340469 6.378306
H -0.720114 -6.489146 -2.793753
C 3.869857 3.890856 -2.711707
F 4.799971 3.483114 -3.657913
P 2.203850 1.637831 -3.276101
H 2.769404 0.412487 7.603287
O 4.846893 0.517651 -3.627145
C -0.582278 -6.199263 -1.753488
C -1.586240 -2.278770 1.177622
H -2.125107 -0.424630 -3.801892
C -8.571375 0.021571 1.858371
H -1.359467 -2.103291 2.226397
C 6.700828 0.616924 -2.034431
H 3.786759 -0.044964 -0.953584
C 2.452555 3.458200 -3.057642
H 6.731881 -0.055271 -4.066449
H -1.312459 -3.300202 0.918154
C 1.734636 0.701533 7.778494
C 1.196163 1.391338 6.551878
H 0.531514 -1.438210 -2.233109
C -0.573537 2.990719 3.341158
C -7.436940 -0.096542 0.873658
H 1.205207 0.289594 -0.590062
H 1.336822 0.753826 5.680129
Cl -1.697151 -6.110471 0.746098
H -3.649307 -2.793012 1.394029
C 6.060615 -0.114136 -3.207064
Cl 0.507007 2.292847 2.105880
H 4.158918 3.518770 -1.725593
O 2.673358 2.121330 -0.242224
H -3.246080 -2.107063 -0.186575
C -1.967453 2.421798 3.288483
H 1.432953 -1.264593 -3.741568
H 0.362642 2.307042 -0.965271
C -0.081452 0.233291 -3.511271
H -0.136135 2.757073 4.306810
Cl -9.987053 -0.950831 1.378798
H 2.097811 3.949641 -3.966304
H 0.211739 -6.802395 -1.320865
P 1.560514 1.560650 -1.091464
Cl -2.850130 2.927615 1.820725
H -8.898699 1.058531 1.909521
F 2.728902 1.779781 -4.869166
C 0.444956 -1.163772 -3.288310
H -0.581755 4.069231 3.203767
H 6.557341 1.692578 -2.165381
H -1.840795 1.346479 -3.972058
H -8.267573 -0.303640 2.850012

Force components x, y, z for each atom (eV/Å):
Cl 0.0 0.0 0.0
H 0.0 0.0 0.0
Cl -0.2 -0.2 -0.1
H 0.0 0.0 0.0
H 0.0 0.0 0.0
H -0.1 0.0 -0.1
N -0.6 0.5 1.8
C 0.3 0.0 -0.2
H 0.0 0.0 0.0
Cl -0.1 -0.1 0.2
Cl 0.0 0.0 0.0
Cl 0.0 0.0 0.1
H -0.1 0.1 0.1
B 0.0 -0.3 0.5
C -0.1 -0.1 0.0
H -0.1 0.0 0.1
H 0.0 -0.1 0.0
H 0.0 0.0 -0.1
O 0.3 0.2 -0.2
H 0.0 0.0 0.0
C 0.0 0.0 -0.1
H 0.0 0.0 -0.1
H 0.1 0.0 0.1
H 0.0 0.0 0.0
H 0.0 0.0 -0.1
Cl 0.1 0.1 0.0
H 0.0 0.0 0.0
H 0.0 0.0 0.0
C -0.1 0.3 0.1
F 0.0 0.0 0.1
P 0.4 0.0 -1.6
H 0.0 0.0 0.0
O -0.3 0.0 0.1
C 0.0 0.0 0.0
C 0.0 -0.1 0.0
H 0.0 0.1 0.0
C 0.0 0.0 0.0
H 0.0 0.0 0.0
C -0.1 0.0 -0.1
H -0.2 0.0 0.1
C -0.1 0.1 0.2
H -0.2 0.0 0.0
H 0.0 0.0 -0.1
C 0.0 0.0 0.0
C 0.1 0.0 -0.1
H -0.1 0.1 -0.1
C 0.0 0.0 -0.1
C 0.1 0.1 0.0
H -0.3 0.1 -0.4
H 0.0 0.0 0.0
Cl 0.0 0.0 0.0
H 0.0 0.0 0.0
C 0.5 -0.1 -0.2
Cl 0.0 0.1 0.1
H 0.0 -0.2 -0.2
O 0.2 -0.1 -0.2
H 0.0 0.0 0.0
C 0.0 0.0 0.1
H -0.1 0.0 0.0
H -0.1 -0.2 -0.1
C 0.4 -0.2 -0.8
H 0.0 0.0 0.0
Cl 0.0 0.0 0.0
H 0.1 -0.2 0.0
H 0.0 0.0 0.0
P 0.3 0.2 0.4
Cl 0.0 0.0 0.0
H 0.0 0.0 0.0
F -0.1 -0.1 0.1
C 0.1 -0.1 0.1
H 0.0 0.0 0.0
H 0.1 -0.1 0.0
H -0.1 -0.1 0.1
H 0.0 0.0 0.0

=====

These records have energy above the lowest of the compared OMol25 structures with the same formula, charge and spin values of 0.0, 47.3, 0.0 kcal/mol, in the order they appear.